No. 1
11 unconnected molecules or ions with the total composition C20H62O19 in a non-equilibrium geometry, computed with the ωB97M-V functional and the def2-TZVPD basis.

Summary:
Kohn-Sham gap: 0.36040 Eh
E_LUMO: 0.22 eV
strongest force on any atom: 3.1 eV/Å
total charge: 0
highest occupied orbital energy: -0.35241 Eh
SMILES: OCCO.OCCO.OCCO.OCCO.OCCO.OCCO.OCCO.OCCO.CCO.CO.CO

```
101
C20H62O19 (the ωB97M-V functional and the def2-TZVPD basis)
C -3.95 -2.16 -2.02
C -4.12 -2.70 -3.44
O -2.97 -2.72 -4.24
H -4.92 -1.73 -1.77
H -3.24 -1.33 -1.92
H -3.60 -2.87 -1.27
H -4.85 -2.12 -4.00
H -4.61 -3.68 -3.44
H -3.26 -3.03 -5.11
C 3.04 -2.70 1.08
C 4.25 -2.25 0.19
O 3.90 -1.22 -0.66
O 2.18 -3.52 0.28
H 2.48 -1.83 1.42
H 3.31 -3.25 1.98
H 4.76 -3.05 -0.34
H 4.91 -1.71 0.88
H 3.40 -1.59 -1.39
H 2.20 -3.14 -0.60
C 1.77 0.72 -3.10
C 2.52 1.96 -3.63
O 1.88 2.31 -4.90
O 1.99 -0.44 -3.89
H 0.70 0.89 -2.95
H 2.21 0.58 -2.12
H 3.55 1.68 -3.82
H 2.60 2.81 -2.96
H 1.02 2.63 -4.62
H 1.66 -0.25 -4.78
C -0.70 2.48 4.87
C -0.26 3.07 3.51
O -0.98 4.23 3.23
O -2.02 1.87 4.73
H -0.75 3.24 5.64
H 0.05 1.77 5.22
H -0.54 2.33 2.76
H 0.83 3.15 3.44
H -0.51 4.69 2.53
H -2.69 2.53 4.57
C -0.37 -3.12 -2.10
C 1.04 -3.50 -2.77
O 2.17 -2.60 -2.43
O -0.82 -1.94 -2.74
H -0.32 -2.93 -1.03
H -0.98 -4.00 -2.31
H 0.97 -3.59 -3.85
H 1.26 -4.54 -2.54
H 2.12 -1.81 -2.97
H -1.58 -2.20 -3.27
C -0.46 3.91 -0.34
C 0.53 4.88 0.21
O -0.14 5.86 1.02
O -1.25 4.59 -1.38
H -1.13 3.54 0.43
H -0.06 2.95 -0.65
H 1.04 5.41 -0.60
H 1.35 4.45 0.78
H -0.59 6.48 0.44
H -1.92 5.13 -0.95
C 2.93 1.69 1.42
C 3.73 1.95 0.19
O 3.52 3.24 -0.34
O 3.31 2.58 2.48
H 3.16 0.68 1.77
H 1.86 1.61 1.25
H 3.42 1.38 -0.69
H 4.80 1.80 0.31
H 3.83 3.91 0.28
H 3.12 2.19 3.34
C -3.34 -2.16 1.65
C -3.69 -1.06 2.67
O -4.63 -1.52 3.59
O -2.42 -3.03 2.34
H -2.72 -1.68 0.89
H -4.18 -2.63 1.15
H -4.03 -0.14 2.21
H -2.84 -0.64 3.20
H -4.20 -2.12 4.21
H -3.00 -3.74 2.62
C 0.33 -1.24 3.94
C 0.70 -2.72 3.92
O -0.32 -3.59 4.42
O 1.34 -0.28 3.46
H 0.01 -0.95 4.94
H -0.57 -1.04 3.36
H 1.68 -2.86 4.36
H 0.78 -3.03 2.87
H -1.04 -3.46 3.80
H 2.06 -0.30 4.09
C -0.19 -0.17 0.25
O -0.97 -0.04 -0.87
H 0.84 -0.39 -0.05
H -0.20 0.76 0.83
H -0.44 -0.97 0.94
H -0.80 -0.74 -1.51
C -2.45 0.71 -4.15
O -2.13 1.70 -5.11
H -3.53 0.66 -4.01
H -2.10 -0.25 -4.52
H -2.10 0.90 -3.14
H -1.64 2.39 -4.65
```


No. 2
A molecular structure, C20H64Cl3HfN2O13 in a non-equilibrium geometry, computed with the ωB97M-V functional and the def2-TZVPD basis.

Summary:
Kohn-Sham gap: 0.30415 Eh
E_LUMO: -2.21 eV
strongest force on any atom: 3.7 eV/Å
total charge: +1
highest occupied orbital energy: -0.38533 Eh

```
103
C20H64Cl3HfN2O13 (the ωB97M-V functional and the def2-TZVPD basis)
Hf 2.61 -2.13 2.12
Cl 0.91 -4.08 2.26
Cl 4.80 -2.37 3.05
Cl 1.74 0.27 1.94
C 4.79 3.34 2.71
O 4.92 2.58 1.56
H 3.79 3.43 3.08
H 5.44 2.92 3.45
H 5.12 4.38 2.51
H 4.10 2.66 1.04
C 1.95 -1.46 -3.02
O 1.92 -0.47 -1.93
H 2.14 -2.44 -2.55
H 0.89 -1.40 -3.34
H 2.64 -1.35 -3.85
H 2.63 0.19 -2.09
C -2.93 3.98 -2.03
C -2.67 4.56 -0.62
C -3.42 3.77 0.43
C -2.75 2.47 0.80
C -1.31 2.65 1.16
C -0.56 3.31 0.03
N -1.24 4.59 -0.29
O -0.56 5.08 -1.40
C 0.84 3.70 0.53
C -0.37 2.23 -1.05
C -3.03 6.03 -0.67
H -2.32 4.48 -2.76
H -3.96 4.22 -2.20
H -2.77 2.90 -2.03
H -3.57 4.34 1.36
H -4.39 3.59 -0.07
H -2.85 1.75 0.04
H -3.28 1.95 1.60
H -0.85 1.67 1.41
H -1.27 3.37 2.05
H 0.66 4.42 1.38
H 1.46 2.84 0.92
H 1.31 4.17 -0.30
H -1.31 1.72 -1.20
H -0.07 2.61 -2.07
H 0.26 1.43 -0.75
H -2.74 6.54 0.29
H -4.11 6.10 -0.94
H -2.40 6.43 -1.42
H -0.24 5.92 -1.08
C -3.47 -0.87 -0.67
C -2.76 -2.03 0.16
C -3.88 -2.92 0.66
C -4.50 -3.70 -0.47
C -3.47 -4.53 -1.19
C -2.26 -3.68 -1.73
N -1.79 -2.91 -0.54
O -0.61 -2.23 -0.92
C -1.15 -4.64 -2.12
C -2.61 -2.92 -2.96
C -1.91 -1.46 1.29
H -3.52 -0.03 0.02
H -4.44 -1.19 -1.02
H -3.02 -0.44 -1.57
H -3.51 -3.62 1.38
H -4.60 -2.23 1.12
H -4.99 -3.06 -1.17
H -5.32 -4.29 -0.04
H -3.90 -5.14 -1.98
H -3.09 -5.29 -0.52
H -1.65 -5.49 -2.56
H -0.43 -4.18 -2.74
H -0.58 -4.87 -1.18
H -1.79 -2.29 -3.40
H -2.64 -3.63 -3.82
H -3.67 -2.51 -2.89
H -1.42 -0.55 1.04
H -1.19 -2.18 1.61
H -2.68 -1.21 2.05
H -0.83 -1.54 -1.58
O -0.18 -1.56 5.67
H -0.36 -1.68 6.59
H -0.64 -0.72 5.39
O 3.88 -1.36 0.52
H 4.75 -0.87 0.67
H 3.99 -2.05 -0.15
O 4.53 0.54 -2.26
H 4.77 0.09 -3.10
H 5.14 1.28 -2.12
O 1.70 -2.28 0.13
H 0.74 -2.43 -0.04
H 1.71 -1.45 -0.57
O 2.11 -2.15 4.06
H 1.21 -2.05 4.48
H 2.64 -2.75 4.62
O 5.81 -0.51 -5.01
H 5.45 -0.74 -5.88
H 6.48 -1.15 -4.78
O 3.52 -4.10 0.89
H 4.08 -4.88 1.01
H 2.68 -4.45 0.58
O -0.75 0.85 4.44
H 0.12 0.70 3.98
H -0.71 1.78 4.65
O 6.22 0.03 0.95
H 6.24 1.02 1.15
H 6.57 -0.35 1.78
```


No. 3
11 unconnected molecules or ions with the total composition C20H65N19O11 in a non-equilibrium geometry, computed with the ωB97M-V functional and the def2-TZVPD basis.

Summary:
Kohn-Sham gap: 0.31666 Eh
E_LUMO: -0.09 eV
strongest force on any atom: 10.0 eV/Å
total charge: 0
highest occupied orbital energy: -0.31998 Eh
SMILES: COC[C@H](C)N.COC[C@H](C)N.COC[C@H](C)N.NC(N)=O.NC(N)=O.NC(N)=O.NC(N)=O.NC(N)=O.NC(N)=O.NC(N)=O.NC(N)=O

```
115
C20H65N19O11 (the ωB97M-V functional and the def2-TZVPD basis)
C -10.38 -18.92 -3.64
O -10.76 -20.07 -3.89
N -11.01 -17.83 -3.79
N -9.30 -18.73 -3.07
H -11.84 -17.85 -4.37
H -10.63 -16.92 -3.55
H -8.58 -19.44 -3.06
H -8.93 -17.79 -3.01
C -16.76 -19.36 -2.52
O -16.34 -19.87 -1.53
N -16.13 -19.32 -3.64
N -17.90 -18.71 -2.65
H -15.19 -19.70 -3.65
H -16.56 -18.97 -4.47
H -18.18 -18.20 -3.47
H -18.50 -18.98 -1.87
C -4.93 -15.84 2.12
O -4.02 -15.56 2.83
N -5.11 -15.52 0.83
N -6.01 -16.42 2.61
H -4.47 -14.82 0.49
H -5.97 -15.78 0.37
H -6.01 -16.63 3.60
H -6.89 -16.51 2.12
C -10.16 -12.52 -1.63
O -9.68 -13.51 -2.07
N -10.77 -11.59 -2.36
N -10.01 -12.17 -0.40
H -11.05 -11.91 -3.27
H -10.98 -10.66 -2.04
H -10.51 -11.35 -0.07
H -9.59 -12.78 0.29
C -13.60 -21.85 -8.88
O -13.88 -20.65 -8.74
N -14.05 -22.62 -9.77
N -13.08 -22.48 -7.88
H -13.60 -23.53 -9.82
H -14.47 -22.34 -10.65
H -12.82 -23.43 -8.12
H -12.68 -21.91 -7.15
C -4.49 -15.98 -6.39
O -3.81 -15.99 -5.38
N -5.68 -15.35 -6.39
N -4.36 -16.46 -7.55
H -5.96 -14.90 -5.53
H -6.39 -15.39 -7.10
H -5.00 -16.26 -8.30
H -3.51 -16.99 -7.68
C -6.87 -22.14 2.99
O -8.02 -22.57 2.91
N -6.28 -21.92 4.13
N -6.03 -21.95 2.03
H -6.87 -22.04 4.94
H -5.32 -21.61 4.16
H -6.25 -22.04 1.05
H -5.09 -21.70 2.28
C -14.20 -25.29 -2.18
O -14.04 -26.51 -1.98
N -13.45 -24.38 -1.58
N -15.12 -24.79 -2.92
H -13.62 -23.42 -1.83
H -12.73 -24.51 -0.89
H -15.18 -23.78 -2.98
H -15.69 -25.43 -3.45
C -12.00 -7.84 -8.28
C -13.12 -8.80 -8.77
C -13.71 -9.61 -7.62
O -12.62 -10.31 -7.03
C -12.03 -11.34 -7.71
N -13.96 -7.87 -9.40
H -11.70 -7.02 -8.93
H -11.11 -8.45 -8.13
H -12.22 -7.41 -7.30
H -12.69 -9.40 -9.57
H -14.49 -10.29 -7.96
H -14.17 -8.97 -6.86
H -11.66 -10.98 -8.68
H -12.89 -11.97 -7.96
H -11.22 -11.80 -7.15
H -13.48 -7.29 -10.07
H -14.54 -7.36 -8.75
C -17.79 -13.98 -5.23
C -19.10 -14.40 -5.82
C -19.53 -13.57 -7.06
O -19.24 -12.20 -6.83
C -19.71 -11.37 -7.87
N -19.03 -15.74 -6.37
H -17.06 -14.64 -4.77
H -17.90 -13.15 -4.53
H -17.20 -13.54 -6.03
H -19.90 -14.23 -5.10
H -20.56 -13.75 -7.35
H -19.03 -13.77 -8.01
H -19.39 -10.34 -7.76
H -20.79 -11.27 -7.94
H -19.31 -11.60 -8.86
H -18.38 -15.94 -7.11
H -19.89 -15.95 -6.85
C -7.87 -24.37 -3.73
C -6.99 -23.89 -4.88
C -5.53 -23.58 -4.38
O -5.64 -22.57 -3.35
C -4.43 -21.86 -3.14
N -7.01 -24.95 -5.96
H -7.51 -25.38 -3.50
H -8.91 -24.31 -4.06
H -8.01 -23.65 -2.93
H -7.39 -22.96 -5.29
H -4.87 -23.28 -5.19
H -5.12 -24.48 -3.92
H -4.40 -21.26 -2.23
H -4.43 -21.12 -3.94
H -3.51 -22.44 -3.09
H -6.62 -24.49 -6.78
H -6.35 -25.66 -5.69
```


No. 4
12 unconnected molecules or ions with the total composition C20H66N18O14 in a non-equilibrium geometry, computed with the ωB97M-V functional and the def2-TZVPD basis.

Summary:
2S+1: 2
Kohn-Sham gap (spin up / spin down): 0.32963 / 0.13912 Eh
E_LUMO (spin up / spin down): -2.15 / -7.33 eV
strongest force on any atom: 7.3 eV/Å
total charge: +1
highest occupied orbital energy (spin up / spin down): -0.40851 / -0.40851 Eh

```
118
C20H66N18O14 (the ωB97M-V functional and the def2-TZVPD basis)
C 3.46 1.08 3.54
O 2.17 0.80 4.13
C 2.13 -0.44 4.80
C 0.88 -0.51 5.69
N -0.36 0.01 5.06
C -1.57 -0.30 5.85
C -2.84 -0.01 4.90
O -2.60 -1.07 3.99
C -3.58 -1.09 2.92
H 3.47 2.10 3.14
H 3.60 0.37 2.73
H 4.29 1.00 4.24
H 2.98 -0.74 5.43
H 1.90 -1.19 4.04
H 0.87 0.18 6.54
H 0.66 -1.49 6.11
H -0.50 -0.55 4.23
H -1.51 0.44 6.64
H -1.42 -1.28 6.30
H -2.72 0.93 4.38
H -3.80 -0.11 5.41
H -3.31 -1.91 2.26
H -3.55 -0.17 2.33
H -4.62 -1.21 3.21
C -2.82 0.59 -6.15
O -1.56 0.43 -5.38
C -1.19 -0.85 -5.06
C 0.09 -0.99 -4.26
N 1.14 -0.25 -5.08
C 2.26 -0.15 -4.09
C 3.64 0.25 -4.68
O 4.13 -0.64 -5.74
C 5.52 -0.59 -6.03
H -3.19 1.61 -6.02
H -3.51 -0.20 -5.86
H -2.64 0.23 -7.16
H -1.14 -1.52 -5.92
H -1.93 -1.29 -4.40
H 0.40 -2.00 -3.99
H 0.01 -0.49 -3.29
H 0.68 0.58 -5.42
H 2.47 -1.13 -3.66
H 2.00 0.44 -3.21
H 4.30 0.28 -3.82
H 3.61 1.28 -5.03
H 5.86 -1.43 -6.62
H 6.18 -0.29 -5.21
H 5.47 0.32 -6.63
C -0.87 2.83 -2.72
O 0.15 2.16 -2.58
N -1.87 2.65 -3.60
N -1.04 3.89 -2.04
H -2.02 1.88 -4.24
H -2.64 3.29 -3.43
H -0.25 4.15 -1.46
H -1.73 4.50 -2.45
C 0.09 -3.74 3.99
O 1.26 -4.03 3.92
N -0.74 -4.14 4.92
N -0.46 -2.89 3.15
H -0.28 -4.78 5.55
H -1.72 -3.91 4.97
H 0.09 -2.57 2.37
H -1.45 -2.71 3.19
C -4.03 -1.76 -3.13
O -3.99 -2.91 -3.50
N -4.76 -0.85 -3.64
N -3.40 -1.24 -2.13
H -4.75 0.08 -3.24
H -5.48 -1.10 -4.30
H -3.38 -0.26 -1.87
H -3.01 -1.94 -1.52
C -2.10 3.71 2.01
O -2.90 3.87 1.11
N -0.88 3.93 1.75
N -2.42 3.30 3.21
H -0.45 4.03 0.84
H -0.33 3.75 2.58
H -3.41 3.26 3.41
H -1.76 2.78 3.77
C -1.29 -3.58 -0.72
O -2.21 -3.19 -0.04
N -1.53 -3.98 -1.89
N -0.06 -3.71 -0.39
H -0.74 -4.06 -2.51
H -2.47 -3.91 -2.25
H 0.57 -4.06 -1.10
H 0.35 -3.18 0.36
C 0.05 0.00 0.72
O 0.28 -1.21 0.84
N -0.54 0.52 -0.35
N 0.39 0.85 1.60
H -0.60 1.53 -0.45
H -0.99 -0.10 -1.01
H 0.71 0.53 2.50
H -0.10 1.73 1.55
C 4.17 -1.31 0.05
O 4.19 -0.15 -0.30
N 5.08 -2.21 -0.27
N 3.32 -1.82 0.89
H 5.89 -1.92 -0.80
H 5.01 -3.22 -0.24
H 2.43 -1.37 1.07
H 3.37 -2.82 1.03
C 2.19 3.43 -0.19
O 1.25 4.20 -0.32
N 2.40 2.43 -0.94
N 3.07 3.53 0.71
H 2.93 1.66 -0.57
H 1.70 2.23 -1.64
H 3.19 4.36 1.28
H 3.74 2.78 0.75
O 0.33 2.81 4.28
H 0.15 1.98 4.72
H 1.26 2.77 4.06
O -3.51 1.16 -0.46
H -3.75 0.94 0.44
H -3.50 2.11 -0.48
```


Number 1 is which compound? C20H62O19